{
  "formula": "C30H81N7O8",
  "method": "ωB97M-V with the def2-TZVPD basis set",
  "species": ["C", "O", "C", "C", "C", "N", "H", "H", "H", "H", "H", "H", "H", "H", "H", "H", "H", "C", "O", "C", "C", "C", "N", "H", "H", "H", "H", "H", "H", "H", "H", "H", "H", "H", "C", "O", "C", "C", "C", "N", "H", "H", "H", "H", "H", "H", "H", "H", "H", "H", "H", "C", "O", "C", "C", "C", "N", "H", "H", "H", "H", "H", "H", "H", "H", "H", "H", "H", "C", "O", "C", "C", "C", "N", "H", "H", "H", "H", "H", "H", "H", "H", "H", "H", "H", "C", "O", "C", "C", "C", "N", "H", "H", "H", "H", "H", "H", "H", "H", "H", "H", "H", "C", "O", "C", "C", "N", "C", "C", "O", "C", "H", "H", "H", "H", "H", "H", "H", "H", "H", "H", "H", "H", "H", "H", "H"],
  "coordinates": [[-11.3893, 6.2313, 2.3958], [-11.0256, 7.0210, 3.5063], [-11.9292, 6.9683, 4.5944], [-13.2406, 7.7192, 4.3858], [-12.9655, 9.2205, 4.3616], [-14.1014, 7.4068, 5.5237], [-12.2642, 6.6815, 1.9174], [-11.5752, 5.1663, 2.5794], [-10.5686, 6.2307, 1.6831], [-12.0838, 5.9274, 4.9132], [-11.3836, 7.4101, 5.4327], [-13.6173, 7.5006, 3.3804], [-13.8886, 9.7467, 4.0965], [-12.2184, 9.5212, 3.6279], [-12.6535, 9.5875, 5.3424], [-14.7899, 6.7044, 5.2745], [-14.6423, 8.2276, 5.7727], [-9.0742, 2.8482, -0.3990], [-9.8385, 1.7812, 0.0429], [-9.3030, 1.1227, 1.1845], [-9.9152, -0.2247, 1.4881], [-11.2089, -0.0422, 2.2742], [-8.9308, -0.9517, 2.3407], [-8.7261, 3.4971, 0.4276], [-9.6727, 3.5109, -1.0236], [-8.1495, 2.5706, -0.9221], [-8.2120, 1.0981, 1.1067], [-9.5316, 1.8100, 2.0105], [-10.0984, -0.8052, 0.5824], [-10.9612, 0.4855, 3.1995], [-11.6372, -1.0189, 2.5077], [-11.9845, 0.4989, 1.7288], [-9.3699, -1.1646, 3.2325], [-8.8016, -1.8702, 1.9275], [-13.0885, 2.2496, 5.6776], [-12.5422, 0.9607, 5.7019], [-13.3154, 0.0014, 6.4269], [-13.2669, -1.3243, 5.6700], [-11.8696, -1.9352, 5.7265], [-13.6795, -1.1755, 4.2613], [-13.1194, 2.7887, 6.6310], [-14.1112, 2.2284, 5.2743], [-12.4903, 2.8470, 4.9864], [-12.8965, -0.0992, 7.4320], [-14.3462, 0.3704, 6.4628], [-13.9824, -1.9891, 6.1625], [-11.6773, -2.4393, 6.6759], [-11.0754, -1.2129, 5.5335], [-11.8124, -2.7146, 4.9645], [-14.6809, -1.0407, 4.1750], [-13.2358, -0.2933, 4.0063], [-6.6168, 10.9158, -1.5420], [-7.7711, 10.2703, -1.0970], [-7.5979, 9.6299, 0.1540], [-8.9512, 9.3644, 0.7922], [-9.4186, 10.4755, 1.7117], [-8.8538, 8.1188, 1.5758], [-6.8359, 11.5332, -2.4122], [-5.8186, 10.2257, -1.8563], [-6.1890, 11.5550, -0.7583], [-7.0725, 8.6852, -0.0239], [-6.9969, 10.2582, 0.8246], [-9.6483, 9.1219, -0.0207], [-8.6859, 10.5714, 2.5103], [-10.4486, 10.3129, 2.0252], [-9.4549, 11.4138, 1.1494], [-8.8527, 7.2943, 0.9894], [-9.5974, 7.9823, 2.2500], [-5.6999, 0.0606, 4.0528], [-6.5805, -0.2548, 5.1128], [-7.1255, 0.8777, 5.7604], [-8.4211, 0.3786, 6.4256], [-9.0541, 1.3955, 7.3338], [-8.1305, -0.8359, 7.1874], [-6.2473, 0.1670, 3.1110], [-5.0089, -0.7756, 3.9225], [-5.1036, 0.9485, 4.2883], [-6.3839, 1.2389, 6.4943], [-7.3157, 1.7543, 5.1330], [-9.0110, 0.1853, 5.5148], [-10.1357, 1.2607, 7.4354], [-8.9710, 2.3753, 6.8469], [-8.6439, 1.5031, 8.3341], [-7.3967, -1.3531, 6.7164], [-8.9049, -1.4792, 7.2848], [0.0334, 7.5253, 3.2433], [-1.1984, 8.1951, 3.2637], [-1.1751, 9.5900, 3.0630], [-0.7821, 10.3928, 4.2864], [-1.6119, 10.0728, 5.5161], [-0.7520, 11.8492, 4.0339], [0.5098, 7.6344, 4.2254], [0.7015, 7.7160, 2.3971], [-0.1795, 6.4529, 3.1667], [-0.5215, 9.7827, 2.2001], [-2.1805, 9.8834, 2.7366], [0.2334, 10.0820, 4.5576], [-1.3472, 9.0820, 5.8999], [-2.6983, 10.1467, 5.4802], [-1.2839, 10.7235, 6.3320], [-1.4697, 12.0122, 3.3271], [0.1196, 12.1044, 3.5812], [-9.4725, 3.3105, 4.2970], [-8.2498, 3.6351, 3.6809], [-7.9677, 5.0306, 3.7078], [-6.6248, 5.2054, 3.0313], [-5.5753, 4.5298, 3.7976], [-4.2660, 4.4971, 3.1468], [-3.7347, 5.8722, 2.8017], [-4.3627, 6.3208, 1.6127], [-3.6447, 7.3428, 0.9498], [-9.4847, 2.2144, 4.3280], [-10.3647, 3.4987, 3.6808], [-9.5574, 3.7209, 5.3048], [-7.8906, 5.3684, 4.7490], [-8.6924, 5.6404, 3.1613], [-6.4331, 6.2734, 2.9514], [-6.7257, 4.7352, 2.0401], [-5.9194, 3.5873, 3.9439], [-4.2278, 3.8777, 2.2381], [-3.6068, 4.0494, 3.8967], [-2.6585, 5.7938, 2.6161], [-3.9310, 6.5283, 3.6573], [-2.9342, 6.8829, 0.2518], [-3.0686, 7.9553, 1.6469], [-4.3496, 7.9734, 0.4108]],
  "homo_ev": -8.45,
  "relative_energy_kj_mol": 30.72,
  "smiles": "COC[C@H](C)N.COC[C@H](C)N.COC[C@H](C)N.COC[C@H](C)N.COC[C@H](C)N.COC[C@H](C)N.COCCNCCOC",
  "total_energy_ha": -2176.62710
}

---

{
  "formula": "C30H83FINO13P2S",
  "method": "ωB97M-V with the def2-TZVPD basis set",
  "species": ["C", "C", "C", "C", "C", "P", "C", "C", "C", "I", "C", "C", "C", "C", "N", "P", "O", "O", "S", "O", "O", "F", "H", "H", "H", "H", "H", "H", "H", "H", "H", "H", "H", "H", "H", "H", "H", "H", "H", "H", "H", "H", "H", "H", "H", "H", "H", "H", "H", "H", "H", "C", "C", "O", "H", "H", "H", "H", "H", "H", "C", "C", "O", "H", "H", "H", "H", "H", "H", "C", "C", "O", "H", "H", "H", "H", "H", "H", "C", "C", "O", "H", "H", "H", "H", "H", "H", "C", "C", "O", "H", "H", "H", "H", "H", "H", "C", "C", "O", "H", "H", "H", "H", "H", "H", "C", "C", "O", "H", "H", "H", "H", "H", "H", "C", "C", "O", "H", "H", "H", "H", "H", "H", "C", "C", "O", "H", "H", "H", "H", "H", "H"],
  "coordinates": [[5.1903, -4.7465, 1.1441], [4.5680, -3.4603, 0.5600], [3.4961, -3.8321, -0.4909], [2.0510, -3.8008, 0.0467], [1.0844, -2.9540, -0.8081], [1.4727, -1.1549, -0.8555], [0.1262, 0.0238, -1.4943], [-1.2805, -0.5663, -1.1457], [-2.1597, 0.2056, -0.1664], [-2.6548, 2.2117, -0.8018], [3.2055, -0.5503, -0.4661], [3.4533, 0.9643, -0.3269], [4.8881, 1.1584, -0.9042], [5.6289, 2.4033, -0.3604], [7.0888, 2.1590, -0.4721], [2.1880, -1.3887, -3.0047], [0.9046, -1.9651, -3.9115], [2.6238, 0.1396, -3.5049], [0.8240, -0.8048, 1.2968], [0.6339, 0.6092, 1.4776], [1.8042, -1.2771, 2.2388], [-0.5555, -1.6009, 1.6777], [4.4070, -5.4916, 1.1840], [5.5794, -4.5216, 2.1273], [5.9639, -5.0751, 0.4634], [4.1366, -2.8182, 1.3212], [5.3177, -2.8633, 0.0456], [3.7166, -4.8464, -0.8128], [3.5767, -3.2256, -1.3889], [1.6753, -4.8274, -0.0361], [1.9979, -3.5644, 1.1019], [0.0929, -3.1070, -0.3900], [1.0587, -3.4104, -1.7887], [0.1768, 0.0980, -2.5723], [0.2526, 1.0427, -1.1493], [-1.8651, -0.6362, -2.0546], [-1.1575, -1.5839, -0.7890], [-1.8024, 0.2164, 0.8489], [-3.1240, -0.2825, -0.1421], [3.8018, -0.8725, -1.3150], [3.5945, -1.0625, 0.4021], [2.7439, 1.5874, -0.8485], [3.5142, 1.2030, 0.7262], [4.7520, 1.2048, -1.9838], [5.4763, 0.2653, -0.7031], [5.3534, 3.2593, -0.9609], [5.3463, 2.5266, 0.6667], [7.2011, 1.7198, -1.3753], [7.2589, 1.3976, 0.1694], [1.3098, -2.5590, -4.5334], [3.4355, 0.1060, -4.0014], [-0.0324, -6.8588, -3.5297], [1.1664, -6.7150, -2.6117], [0.7557, -6.6005, -1.2496], [-0.6981, -6.0007, -3.4254], [0.2789, -6.9377, -4.5725], [-0.6104, -7.7485, -3.2678], [1.7315, -5.8155, -2.8578], [1.8321, -7.5784, -2.7096], [0.2664, -7.3958, -1.0251], [-4.2563, 2.7203, 3.3799], [-5.7450, 2.6534, 3.0981], [-6.0989, 3.4963, 2.0074], [-3.9549, 3.7431, 3.6070], [-3.9860, 2.0791, 4.2211], [-3.6886, 2.4051, 2.5029], [-6.3160, 2.9863, 3.9635], [-6.0455, 1.6240, 2.8632], [-5.6058, 3.1989, 1.2364], [3.4212, 5.5197, 3.2251], [4.0002, 4.2711, 2.5894], [4.8363, 4.5988, 1.4723], [2.8414, 6.0838, 2.4943], [2.7783, 5.2703, 4.0664], [4.2184, 6.1780, 3.5792], [3.2021, 3.6275, 2.2188], [4.5907, 3.7054, 3.3191], [5.5459, 5.1588, 1.7954], [-1.5035, 6.9298, -1.5772], [-2.8740, 6.8461, -0.9528], [-3.7360, 6.0363, -1.7386], [-1.5730, 7.3398, -2.5869], [-0.8425, 7.5551, -0.9882], [-1.0555, 5.9363, -1.6615], [-3.3265, 7.8344, -0.8892], [-2.8152, 6.4295, 0.0589], [-3.3513, 5.1566, -1.7898], [0.9720, 5.5740, 7.8560], [1.8087, 6.6274, 7.1527], [1.6512, 6.5483, 5.7376], [1.2534, 4.5768, 7.5175], [1.1013, 5.6276, 8.9380], [-0.0877, 5.7056, 7.6250], [2.8658, 6.4812, 7.3683], [1.5242, 7.6309, 7.4869], [0.7224, 6.6875, 5.5397], [-7.2653, 0.5435, -1.0636], [-6.2706, -0.5383, -0.6885], [-5.3920, -0.0813, 0.3428], [-6.7432, 1.4387, -1.4029], [-7.9331, 0.2038, -1.8563], [-7.8682, 0.8310, -0.1985], [-5.6583, -0.8070, -1.5476], [-6.7883, -1.4379, -0.3412], [-5.9293, 0.1463, 1.1049], [-3.7628, -9.3478, -3.4598], [-2.9907, -10.5891, -3.0538], [-2.0832, -10.3010, -1.9891], [-3.0761, -8.5606, -3.7722], [-4.4493, -9.5607, -4.2803], [-4.3381, -8.9573, -2.6171], [-2.4016, -10.9633, -3.8890], [-3.6740, -11.3818, -2.7326], [-2.5996, -9.9826, -1.2458], [5.0402, 7.0647, -2.4344], [5.0889, 7.4733, -0.9722], [4.1522, 6.7304, -0.1988], [4.0400, 7.2176, -2.8383], [5.7513, 7.6415, -3.0286], [5.2742, 6.0030, -2.5451], [4.8364, 8.5279, -0.8626], [6.0939, 7.3147, -0.5635], [4.3762, 5.7975, -0.2743], [-7.2916, -5.2979, 0.1168], [-8.1635, -4.3596, -0.6974], [-7.5051, -3.9564, -1.8966], [-6.3470, -4.8156, 0.3693], [-7.7911, -5.5971, 1.0394], [-7.0519, -6.1965, -0.4566], [-8.3838, -3.4563, -0.1306], [-9.1113, -4.8429, -0.9571], [-7.3182, -4.7473, -2.4060]],
  "homo_ev": -7.67,
  "smiles": "CCCCCP(CCCI)(CCCCN)(P(O)O)S(=O)(=O)F.CCO.CCO.CCO.CCO.CCO.CCO.CCO.CCO.CCO",
  "total_energy_ha": -3704.01328
}

---

{
  "formula": "C30H83N8O11",
  "method": "ωB97M-V with the def2-TZVPD basis set",
  "species": ["N", "O", "O", "O", "C", "C", "C", "O", "C", "N", "H", "H", "H", "H", "H", "H", "H", "H", "H", "H", "H", "C", "C", "C", "O", "C", "N", "H", "H", "H", "H", "H", "H", "H", "H", "H", "H", "H", "C", "C", "C", "O", "C", "N", "H", "H", "H", "H", "H", "H", "H", "H", "H", "H", "H", "C", "C", "C", "O", "C", "N", "H", "H", "H", "H", "H", "H", "H", "H", "H", "H", "H", "C", "C", "C", "O", "C", "N", "H", "H", "H", "H", "H", "H", "H", "H", "H", "H", "H", "C", "C", "C", "O", "C", "N", "H", "H", "H", "H", "H", "H", "H", "H", "H", "H", "H", "C", "C", "C", "O", "C", "N", "H", "H", "H", "H", "H", "H", "H", "H", "H", "H", "H", "C", "C", "O", "H", "H", "H", "H", "H", "H"],
  "coordinates": [[0.1977, 0.1532, 0.0699], [0.4060, -1.0315, 0.0543], [1.1860, 0.9246, 0.2659], [-0.8913, 0.6538, -0.1216], [-3.0821, -2.4570, -7.5089], [-2.6757, -1.4739, -6.4305], [-1.8475, -1.9408, -5.2633], [-1.6822, -0.8695, -4.2739], [-1.0605, -1.2871, -3.0567], [-1.8907, -0.5330, -7.1419], [-2.2592, -2.9095, -8.0622], [-3.5712, -1.8984, -8.3069], [-3.7857, -3.2542, -7.2692], [-3.6174, -1.0919, -6.0363], [-0.8309, -2.2555, -5.4988], [-2.2174, -2.8613, -4.8117], [-0.0125, -1.4274, -3.3215], [-1.5297, -2.2184, -2.7393], [-1.1021, -0.4525, -2.3569], [-1.5516, 0.0424, -6.3843], [-1.0567, -1.0319, -7.4169], [1.9565, -4.3521, 3.6267], [1.8139, -3.4820, 2.3860], [2.1546, -4.2385, 1.1430], [1.2256, -5.3143, 0.9099], [1.4325, -5.8538, -0.4163], [0.5418, -2.7760, 2.3548], [1.9931, -3.7052, 4.5032], [2.8461, -4.9815, 3.6488], [1.1013, -5.0155, 3.7558], [2.6122, -2.7464, 2.4841], [3.1772, -4.5952, 1.2661], [2.1311, -3.5652, 0.2862], [0.5995, -6.5329, -0.5979], [2.3413, -6.4488, -0.5057], [1.3758, -5.1046, -1.2060], [0.5103, -2.0986, 1.6063], [0.0169, -3.4909, 1.8717], [-1.9429, -3.9031, -0.6115], [-2.4854, -4.8170, 0.4753], [-2.9007, -6.1962, -0.0587], [-3.6155, -6.8554, 0.9935], [-4.3898, -7.9780, 0.5514], [-1.5269, -4.9238, 1.5902], [-2.6760, -3.9327, -1.4175], [-1.0305, -4.3452, -1.0116], [-1.7916, -2.8858, -0.2503], [-3.3836, -4.3009, 0.8144], [-2.0746, -6.8557, -0.3249], [-3.5561, -6.0337, -0.9143], [-5.0033, -8.3278, 1.3817], [-3.7348, -8.8314, 0.3756], [-5.0512, -7.7907, -0.2945], [-0.7309, -5.4398, 1.2434], [-1.9190, -5.4691, 2.3445], [-0.0567, 4.0783, 4.2857], [1.0848, 3.5260, 3.3670], [1.3550, 1.9810, 3.4675], [2.6881, 1.8480, 2.8780], [3.1765, 0.5149, 3.0843], [0.9355, 3.9279, 1.9719], [-1.0383, 3.7654, 3.9296], [0.1688, 5.1363, 4.4193], [0.0956, 3.5273, 5.2137], [1.9665, 4.0112, 3.7856], [0.5203, 1.4560, 3.0031], [1.3975, 1.6391, 4.5016], [3.1979, 0.1971, 4.1267], [4.1887, 0.4922, 2.6805], [2.5853, -0.1916, 2.5015], [0.7516, 4.9204, 2.0078], [0.0327, 3.5414, 1.7360], [8.1826, 1.8439, 0.4655], [6.6973, 1.9233, 0.2022], [6.0697, 0.5102, 0.1616], [4.6868, 0.4099, 0.1057], [4.2538, -0.9330, 0.0544], [6.0190, 2.7933, 1.1159], [8.3840, 1.3066, 1.3923], [8.7157, 2.7946, 0.4782], [8.7152, 1.1754, -0.2109], [6.5079, 2.3805, -0.7690], [6.3612, -0.2185, 0.9180], [6.4972, 0.1167, -0.7607], [4.7398, -1.4900, -0.7466], [3.1665, -1.0092, 0.0479], [4.4621, -1.3820, 1.0255], [6.3127, 2.3749, 1.9869], [6.6608, 3.5720, 1.1599], [-1.3140, 3.0532, -2.8390], [0.1757, 3.2222, -2.4922], [0.9685, 4.4177, -3.1711], [2.2871, 4.4715, -2.6772], [3.0407, 5.2196, -3.6056], [0.1941, 3.3910, -1.0224], [-1.8569, 3.9663, -2.5951], [-1.8419, 2.2427, -2.3364], [-1.4218, 2.8362, -3.9017], [0.6273, 2.2548, -2.7121], [0.4658, 5.3672, -2.9868], [0.9211, 4.2441, -4.2462], [2.7466, 6.2398, -3.8519], [3.1243, 4.7086, -4.5648], [4.0646, 5.2299, -3.2321], [-0.3147, 2.5628, -0.7478], [-0.3995, 4.1615, -0.7503], [-3.7340, 2.8480, 0.0684], [-2.6895, 3.7827, 0.7016], [-3.3844, 4.9169, 1.6117], [-4.4738, 5.5274, 0.9113], [-5.2456, 6.4916, 1.5878], [-1.8538, 2.8976, 1.4255], [-3.2871, 2.0202, -0.4822], [-4.3562, 3.4217, -0.6186], [-4.3731, 2.4218, 0.8417], [-2.1279, 4.2698, -0.0955], [-2.6411, 5.6537, 1.9160], [-3.7807, 4.3913, 2.4805], [-4.8043, 7.4874, 1.5445], [-5.3597, 6.3522, 2.6628], [-6.2206, 6.4893, 1.1005], [-2.4449, 2.5260, 2.1553], [-1.5260, 2.0797, 0.9318], [-2.1153, -0.6879, 2.9203], [-3.5434, -0.0433, 3.1608], [-3.3753, 1.3208, 3.6075], [-2.1472, -1.7726, 2.8173], [-1.4275, -0.4378, 3.7280], [-1.5851, -0.3231, 2.0406], [-4.0988, -0.6192, 3.9010], [-4.1684, -0.0579, 2.2679], [-3.3279, 1.3230, 4.5663]],
  "spin_multiplicity": 2,
  "total_charge": -2,
  "s_squared": 0.75,
  "homo_ev": [2.52, -3.58],
  "total_energy_ha": -2458.09945
}